14
Properties=species:S:1:pos:R:3:forces:R:3 method="wB97M-V/def2-TZVPD" homo_ev="-7.4 / -9.2" gap_ev="7.401 / 8.195"
C -2.929887 -1.401381 -1.565164 -3.1 -4.2 -1.6
C -2.090167 -0.729940 -1.087968 0.9 1.4 0.9
C 1.957831 -0.567644 -0.208945 1.7 0.9 -0.1
C 2.078384 0.789310 0.070799 3.1 0.1 -0.7
C -0.008771 0.271889 -0.361033 1.3 -0.7 0.7
C -1.380281 0.280586 -0.528796 -0.9 3.0 0.0
N 0.706953 -0.871900 -0.438630 -2.1 -0.6 -0.7
N 0.826153 1.293666 -0.023216 -0.5 2.9 0.2
F -2.056574 1.547672 -0.555865 1.4 -1.9 0.3
H -3.587085 -2.267447 -1.798754 0.8 1.5 0.1
H 2.789147 -1.252274 -0.413626 -0.5 0.2 0.5
H 3.099283 1.334584 0.007809 -2.4 -0.5 0.6
H -1.940762 -0.906909 1.728367 0.0 0.1 0.0
H 0.568548 2.318302 0.091048 0.4 -2.2 -0.3

---

12
Properties=species:S:1:pos:R:3:forces:R:3 method="wB97M-V/def2-TZVPD" homo_ev=-8.4 gap_ev=9.186
C -0.792144 1.125913 -0.318933 -2.7 0.8 -2.0
C 0.987182 0.496015 1.954016 -1.1 0.2 -3.6
C 0.369412 -0.051910 0.887760 -2.0 -2.1 -1.9
C -0.413253 -0.249386 -0.303964 3.7 -0.6 1.6
C 0.160167 1.580014 0.514623 0.0 -0.6 0.8
C -0.234857 -1.375268 -1.320391 -1.6 2.0 -0.8
N 1.061672 1.789977 1.434958 0.9 2.3 0.9
H -1.755274 1.524342 -0.769805 1.5 0.1 0.7
H 1.245408 0.040380 2.819483 1.0 -0.6 2.8
H -1.118104 -1.969706 -1.140291 0.1 -1.0 -0.4
H -0.209816 -1.055783 -2.381228 -0.9 0.5 0.5
H 0.699607 -1.854585 -1.376228 1.1 -1.0 1.4

---

12
Properties=species:S:1:pos:R:3:forces:R:3 method="wB97M-V/def2-TZVPD" homo_ev=-8.3 gap_ev=9.277
C -0.470399 1.103656 -0.636499 0.8 0.1 -0.1
C -0.128604 0.160816 -1.498959 -1.6 -0.2 -1.8
C 1.683250 0.224087 0.479823 0.1 -1.0 -0.1
C 0.193591 0.338431 0.495163 -0.6 0.1 0.4
C 0.348565 -0.919488 -0.622602 1.8 0.4 2.4
C -0.378485 -1.003216 0.768314 2.3 2.3 -3.0
N 1.904208 -0.791009 -0.261022 -0.7 0.3 -0.1
H -0.863203 2.113294 -0.731393 -0.1 -0.4 0.3
H -0.283004 -0.005711 -2.561555 0.1 0.4 0.0
H 2.405240 0.788846 1.047782 0.3 0.1 0.0
H 0.191752 -1.573243 1.388467 0.9 -1.7 1.9
H -1.374554 -1.100041 0.637299 -3.1 -0.5 0.2

---

Record-wise E values, in eV: -11994.0923 -7785.6253 -7787.1213
Record-wise F_max values, in hartree/bohr: 0.10646 0.07949 0.08657
Record-wise energy relative to the best compared isomer or geometry (same formula, charge and spin) values, in kcal per mole: 90.8 142.3 107.8